## A
Below is 12 unconnected molecules or ions with the total composition C45H125N13O12, with properties calculated with ωB97M-V/def2-TZVPD.

Structure (ORCA input):
```
! wB97M-V def2-TZVPD RIJCOSX def2/J DEFGRID3
* xyz 0 1
C -4.820 0.935 -3.791
O -5.276 1.459 -4.817
N -5.543 0.729 -2.660
N -3.540 0.475 -3.717
H -6.496 1.043 -2.632
H -5.057 0.486 -1.810
H -3.268 -0.111 -2.943
H -2.838 0.783 -4.400
C 5.795 -4.985 -0.045
C 5.561 -4.785 1.435
C 4.122 -4.738 1.896
O 3.594 -3.443 1.617
C 2.217 -3.284 1.935
N 6.321 -5.709 2.295
H 5.330 -5.867 -0.489
H 6.873 -5.082 -0.207
H 5.523 -4.089 -0.603
H 6.004 -3.796 1.626
H 4.063 -4.880 2.979
H 3.509 -5.461 1.346
H 1.587 -3.883 1.275
H 1.972 -2.261 1.638
H 2.056 -3.355 3.010
H 6.468 -5.240 3.184
H 7.271 -5.808 1.951
C 4.130 8.139 2.910
C 3.217 7.007 2.452
C 3.702 5.658 3.025
O 2.924 4.664 2.391
C 3.202 3.341 2.766
N 1.840 7.337 2.842
H 4.218 8.162 4.003
H 3.657 9.106 2.726
H 5.104 8.112 2.427
H 3.229 7.024 1.359
H 3.535 5.779 4.100
H 4.743 5.520 2.724
H 2.699 2.606 2.139
H 2.728 3.220 3.753
H 4.257 3.079 2.884
H 1.323 6.462 2.737
H 1.858 7.494 3.851
C 2.963 2.584 -1.859
C 4.182 2.086 -1.058
C 4.055 0.652 -0.605
O 5.185 0.229 0.109
C 5.140 -1.115 0.548
N 5.360 2.350 -1.894
H 2.840 1.974 -2.757
H 3.101 3.642 -2.060
H 2.063 2.453 -1.249
H 4.221 2.776 -0.206
H 3.877 0.054 -1.509
H 3.123 0.600 -0.026
H 6.149 -1.521 0.533
H 4.367 -1.665 0.007
H 4.788 -1.178 1.585
H 5.944 1.514 -1.864
H 5.131 2.394 -2.882
C -3.313 -4.246 -4.298
C -3.303 -2.935 -5.090
C -1.954 -2.723 -5.786
O -0.880 -2.678 -4.847
C 0.150 -1.758 -5.204
N -4.300 -3.055 -6.128
H -2.525 -4.357 -3.546
H -2.977 -5.053 -4.959
H -4.263 -4.491 -3.827
H -3.421 -2.098 -4.392
H -1.972 -1.846 -6.439
H -1.736 -3.543 -6.481
H -0.029 -0.832 -4.652
H 0.190 -1.390 -6.232
H 1.100 -2.212 -4.932
H -4.432 -2.203 -6.667
H -5.216 -3.202 -5.714
C -1.386 -3.925 2.061
C -0.831 -4.390 3.394
C -1.239 -3.523 4.589
O -0.873 -2.171 4.453
C 0.503 -1.883 4.734
N -1.259 -5.803 3.687
H -1.156 -4.584 1.221
H -0.988 -2.954 1.756
H -2.474 -3.862 2.122
H 0.263 -4.470 3.440
H -0.915 -3.994 5.523
H -2.331 -3.576 4.626
H 0.914 -1.568 3.775
H 1.023 -2.785 5.069
H 0.546 -1.151 5.538
H -1.041 -5.919 4.674
H -0.571 -6.364 3.196
C -4.753 -1.741 -0.416
C -4.484 -1.176 1.008
C -5.058 0.224 1.170
O -4.707 1.192 0.180
C -5.455 2.384 0.354
N -5.174 -2.024 1.961
H -4.221 -2.695 -0.518
H -4.241 -1.234 -1.236
H -5.821 -1.846 -0.595
H -3.407 -1.138 1.179
H -4.815 0.580 2.177
H -6.153 0.135 1.120
H -5.204 2.945 -0.546
H -5.211 2.867 1.303
H -6.540 2.226 0.318
H -4.891 -2.989 1.840
H -6.166 -2.021 1.749
C 4.537 -2.131 -3.246
C 4.761 -3.616 -3.471
C 3.640 -4.316 -4.245
O 2.395 -4.294 -3.613
C 2.108 -5.354 -2.751
N 6.074 -3.748 -4.140
H 4.420 -1.632 -4.210
H 5.271 -1.636 -2.612
H 3.592 -1.983 -2.708
H 4.836 -4.144 -2.507
H 3.969 -5.310 -4.566
H 3.574 -3.713 -5.158
H 2.033 -6.304 -3.296
H 1.089 -5.293 -2.352
H 2.763 -5.300 -1.875
H 6.752 -3.319 -3.512
H 6.305 -4.729 -3.942
C 0.810 -1.315 -1.388
C -0.612 -0.914 -1.109
C -0.696 0.526 -0.625
O 0.161 0.847 0.437
C -0.154 0.303 1.701
N -1.446 -1.071 -2.313
H 0.806 -2.250 -1.958
H 1.463 -1.423 -0.518
H 1.328 -0.614 -2.054
H -0.987 -1.647 -0.386
H -1.753 0.804 -0.476
H -0.486 1.313 -1.360
H -1.211 0.407 1.954
H 0.412 0.888 2.428
H 0.211 -0.715 1.872
H -1.278 -2.007 -2.683
H -1.004 -0.529 -3.054
C 0.655 1.986 7.146
C -0.551 2.834 6.734
C -1.816 2.088 6.425
O -1.704 1.409 5.195
C -2.903 0.881 4.700
N -0.838 3.877 7.752
H 0.611 1.815 8.224
H 1.582 2.468 6.848
H 0.571 0.994 6.697
H -0.244 3.515 5.935
H -2.696 2.739 6.343
H -2.078 1.423 7.264
H -2.817 0.648 3.641
H -3.802 1.509 4.785
H -3.094 0.005 5.338
H -0.265 3.862 8.590
H -1.762 3.743 8.160
C -0.562 3.952 2.130
C -2.034 4.024 2.518
C -2.245 4.740 3.843
O -3.634 4.748 4.179
C -3.808 5.454 5.401
N -2.703 4.812 1.469
H -0.242 4.804 1.535
H -0.401 3.123 1.430
H 0.067 3.676 2.980
H -2.473 3.021 2.458
H -1.986 5.805 3.769
H -1.650 4.363 4.680
H -4.841 5.747 5.563
H -3.198 6.362 5.471
H -3.415 4.804 6.189
H -3.597 5.167 1.796
H -2.917 4.181 0.703
C -1.961 0.300 -8.264
C -2.906 1.073 -7.347
C -2.267 2.070 -6.367
O -1.541 1.458 -5.321
C -0.553 2.296 -4.768
N -3.881 1.795 -8.167
H -2.431 -0.409 -8.944
H -1.102 -0.140 -7.758
H -1.526 1.054 -8.934
H -3.513 0.368 -6.761
H -3.076 2.658 -5.922
H -1.685 2.744 -7.006
H -0.016 1.745 -3.990
H -1.017 3.171 -4.307
H 0.232 2.551 -5.485
H -4.221 1.175 -8.896
H -4.722 1.919 -7.604
*
```

Values from the calculation:
SMILES: COC[C@H](C)N.COC[C@H](C)N.COC[C@H](C)N.COC[C@H](C)N.COC[C@H](C)N.COC[C@H](C)N.COC[C@H](C)N.COC[C@H](C)N.COC[C@H](C)N.COC[C@H](C)N.COC[C@H](C)N.NC(N)=O
Gap between HOMO and LUMO in eV: 9.32

---

## B
Below is 12 unconnected molecules or ions with the total composition C45H125N13O12, with properties calculated with ωB97M-V/def2-TZVPD.

Structure (ORCA input):
```
! wB97M-V def2-TZVPD RIJCOSX def2/J DEFGRID3
* xyz 0 1
C 13.601 32.391 1.641
C 13.070 31.417 0.538
C 12.601 29.948 0.887
O 11.759 30.049 2.042
C 11.255 28.783 2.490
N 11.985 32.223 -0.025
H 13.811 33.454 1.524
H 14.640 32.063 1.664
H 13.116 32.311 2.613
H 13.792 31.345 -0.275
H 13.500 29.538 1.347
H 12.207 29.512 -0.032
H 10.500 28.846 3.274
H 12.112 28.175 2.778
H 10.901 28.214 1.630
H 11.371 32.243 0.777
H 11.609 31.610 -0.735
C 9.516 40.825 2.643
C 10.753 40.960 3.581
C 10.599 41.942 4.743
O 10.583 43.233 4.180
C 10.515 44.295 5.028
N 11.103 39.652 4.144
H 9.546 39.986 1.947
H 9.561 41.695 1.988
H 8.568 40.709 3.169
H 11.645 41.145 2.983
H 11.373 41.856 5.505
H 9.683 41.846 5.325
H 9.768 44.863 4.474
H 11.457 44.843 5.058
H 10.168 44.173 6.054
H 11.974 39.783 4.637
H 11.229 38.839 3.558
C 4.092 35.399 4.345
C 4.205 34.960 2.876
C 3.400 35.842 1.879
O 2.034 35.635 1.877
C 1.386 36.579 1.056
N 5.572 34.960 2.552
H 3.212 34.897 4.745
H 4.018 36.485 4.412
H 4.902 35.091 5.006
H 3.722 33.985 2.802
H 3.750 35.606 0.874
H 3.658 36.868 2.142
H 1.735 36.463 0.030
H 1.598 37.575 1.445
H 0.305 36.445 1.040
H 6.135 35.797 2.501
H 6.089 34.466 3.265
C 8.376 20.423 13.988
C 9.240 21.672 14.255
C 8.570 23.018 13.751
O 8.619 22.969 12.284
C 7.791 23.912 11.652
N 9.446 21.735 15.681
H 8.156 20.276 12.931
H 7.490 20.534 14.614
H 8.857 19.524 14.374
H 10.275 21.680 13.911
H 9.056 23.916 14.132
H 7.534 23.119 14.075
H 8.021 24.916 12.007
H 6.713 23.753 11.677
H 8.150 24.132 10.646
H 8.535 21.924 16.073
H 10.069 22.405 16.109
C 6.323 31.967 -7.143
C 4.937 31.465 -6.575
C 4.903 31.428 -5.017
O 5.927 30.572 -4.466
C 5.963 30.591 -3.052
N 3.953 32.397 -7.120
H 7.158 31.503 -6.618
H 6.444 33.049 -7.193
H 6.450 31.678 -8.186
H 4.674 30.482 -6.964
H 3.874 31.215 -4.728
H 5.134 32.442 -4.691
H 5.020 30.399 -2.541
H 6.393 31.542 -2.738
H 6.720 29.884 -2.711
H 4.266 32.866 -7.958
H 3.926 33.145 -6.441
C 15.293 30.673 9.246
C 15.122 29.990 7.877
C 16.461 29.751 7.141
O 17.383 30.812 7.369
C 18.533 30.887 6.460
N 14.357 28.798 7.987
H 15.744 30.108 10.062
H 14.259 30.737 9.586
H 15.552 31.731 9.209
H 14.608 30.709 7.238
H 16.360 29.681 6.058
H 17.032 29.000 7.687
H 19.114 29.965 6.467
H 19.237 31.659 6.769
H 18.261 31.301 5.489
H 13.486 29.021 8.447
H 14.027 28.595 7.054
C 20.973 27.703 -3.546
C 20.692 28.018 -2.072
C 21.941 27.728 -1.258
O 23.217 28.311 -1.645
C 24.356 27.843 -0.898
N 20.295 29.411 -1.982
H 21.520 28.552 -3.956
H 19.998 27.459 -3.969
H 21.669 26.868 -3.628
H 20.017 27.279 -1.641
H 22.131 26.660 -1.371
H 21.759 27.948 -0.206
H 24.435 26.758 -0.967
H 24.378 28.119 0.157
H 25.229 28.314 -1.350
H 21.015 29.922 -2.473
H 20.320 29.749 -1.031
C 7.006 23.328 -2.331
C 5.548 22.985 -2.027
C 4.701 23.868 -1.138
O 5.258 23.928 0.237
C 4.195 24.301 1.169
N 4.846 22.704 -3.360
H 7.705 23.339 -1.494
H 7.044 24.271 -2.876
H 7.499 22.718 -3.088
H 5.565 21.966 -1.641
H 3.681 23.484 -1.140
H 4.823 24.866 -1.559
H 3.464 23.501 1.049
H 3.805 25.319 1.167
H 4.588 24.343 2.185
H 3.879 22.819 -3.092
H 4.989 23.539 -3.909
C 14.677 22.084 -2.891
C 14.525 20.566 -2.769
C 15.362 19.924 -3.852
O 15.254 20.373 -5.215
C 14.290 19.731 -5.899
N 15.000 20.084 -1.473
H 14.306 22.541 -3.809
H 15.685 22.390 -2.608
H 14.180 22.586 -2.062
H 13.525 20.137 -2.835
H 15.351 18.835 -3.881
H 16.435 20.034 -3.696
H 13.304 20.002 -5.521
H 14.272 18.646 -6.000
H 14.354 20.039 -6.943
H 14.774 19.101 -1.518
H 14.221 20.466 -0.957
C 17.437 37.506 -2.392
C 18.790 36.920 -2.098
C 19.616 36.271 -3.298
O 20.760 35.532 -2.781
C 21.489 34.964 -3.857
N 19.602 37.819 -1.345
H 17.476 38.501 -2.836
H 16.801 37.642 -1.518
H 16.780 36.991 -3.093
H 18.570 36.106 -1.408
H 20.050 37.088 -3.875
H 19.045 35.533 -3.862
H 21.945 35.736 -4.476
H 20.924 34.517 -4.675
H 22.301 34.364 -3.445
H 20.530 37.649 -1.704
H 19.598 37.361 -0.445
C 13.660 29.151 -8.034
C 14.867 29.958 -8.617
C 14.687 30.633 -10.072
O 14.654 29.602 -11.105
C 14.629 30.125 -12.402
N 15.239 30.916 -7.565
H 13.508 28.158 -8.458
H 12.717 29.664 -8.220
H 13.773 29.134 -6.950
H 15.664 29.244 -8.822
H 15.586 31.240 -10.176
H 13.819 31.292 -10.035
H 13.985 31.000 -12.497
H 14.305 29.340 -13.086
H 15.609 30.451 -12.749
H 14.460 31.474 -7.245
H 15.761 30.485 -6.815
C 9.812 19.997 2.669
O 10.279 21.052 2.821
N 10.435 18.829 2.773
N 8.597 19.791 2.319
H 11.288 19.035 3.274
H 9.865 18.005 2.894
H 8.116 18.912 2.197
H 8.124 20.677 2.209
*
```

Values from the calculation:
SMILES: COC[C@H](C)N.COC[C@H](C)N.COC[C@H](C)N.COC[C@H](C)N.COC[C@H](C)N.COC[C@H](C)N.COC[C@H](C)N.COC[C@H](C)N.COC[C@H](C)N.COC[C@H](C)N.COC[C@H](C)N.NC(N)=O
Gap between HOMO and LUMO in eV: 9.34

---

Of them, the most stable is A and the least stable is B.

---

## A
Below is 2 unconnected molecules or ions with the total composition C4H10Se, with properties calculated with ωB97M-V/def2-TZVPD.

Structure (ORCA input):
```
! wB97M-V def2-TZVPD RIJCOSX def2/J DEFGRID3
* xyz 0 1
C 0.821 1.245 -1.383
C -0.732 -0.835 1.523
C 0.775 0.231 -0.252
C -0.601 -0.112 0.225
Se -1.992 -0.428 -1.058
H 0.250 0.888 -2.238
H 0.388 2.187 -1.053
H 1.849 1.418 -1.697
H -0.065 -0.416 2.277
H -1.754 -0.791 1.892
H -0.469 -1.887 1.382
H 1.357 0.597 0.598
H 1.246 -0.700 -0.592
H -1.367 1.665 0.599
H -1.699 -1.846 -1.276
*
```

Values from the calculation:
Gap between HOMO and LUMO in eV: 8.79

---

## B
Below is 2 unconnected molecules or ions with the total composition C4H10Se, with properties calculated with ωB97M-V/def2-TZVPD.

Structure (ORCA input):
```
! wB97M-V def2-TZVPD RIJCOSX def2/J DEFGRID3
* xyz 0 1
C 0.651 1.583 -0.692
C 1.302 -1.209 -0.638
C 1.489 1.063 0.469
C 1.902 -0.401 0.187
Se -3.674 -0.340 0.147
H 1.228 1.493 -1.582
H -0.117 0.838 -0.613
H 0.343 2.517 -0.440
H 1.795 -2.086 -0.792
H -3.145 0.820 -0.276
H 0.387 -1.037 -1.247
H 0.786 0.939 1.312
H 2.263 1.867 0.647
H 2.874 -0.731 0.568
H -2.850 -0.337 1.489
*
```

Values from the calculation:
SMILES: [SeH2].C=CCC
Gap between HOMO and LUMO in eV: 10.04

---

Of them, the most stable is B and the least stable is A.

---

## A
Below is HNO3S in the gas phase, with properties calculated with ωB97M-V/def2-TZVPD.

Structure (ORCA input):
```
! wB97M-V def2-TZVPD RIJCOSX def2/J DEFGRID3
* xyz 0 1
N -2.855 0.157 -0.046
O -2.506 1.322 0.079
O -3.905 -0.397 0.027
O -0.113 0.202 -0.057
S -1.323 -0.842 -0.013
H -0.696 1.028 0.177
*
```

Values from the calculation:
Gap between HOMO and LUMO in eV: 9.34

---

## B
Below is HNO3S in the gas phase, with properties calculated with ωB97M-V/def2-TZVPD.

Structure (ORCA input):
```
! wB97M-V def2-TZVPD RIJCOSX def2/J DEFGRID3
* xyz 0 1
N 1.012 0.063 0.251
O 1.030 -0.606 -0.721
O 1.928 0.565 0.871
O -0.187 0.232 0.805
S -1.781 -0.561 -0.105
H -2.002 0.307 -1.102
*
```

Values from the calculation:
Gap between HOMO and LUMO in eV: 8.85

---

Of them, the most stable is A and the least stable is B.